123
Properties=species:S:1:pos:R:3:forces:R:3:lowdin_charge:R:1 method="wB97M-V/def2-TZVPD" orbital_gap_ev=4.889 lumo_energy_ev=1.7 e_homo_ev=-3.154 charge=-1 fmax_ev_per_a=0.2 total_energy_ev=-81547.892 relative_energy_kj_mol=57.6
Pd 0.8296 0.5073 -0.1691 -0.02 0.06 -0.15 0.337
C 3.1001 -1.8374 -0.1012 0.07 0.08 -0.07 -0.099
C 4.3951 -1.0312 0.0018 0.03 0.04 0.04 -0.368
C 4.7164 -0.3834 -1.3455 -0.01 -0.01 0.02 -0.069
C 4.3502 -0.0918 1.2027 -0.02 -0.02 0.00 -0.147
C 5.1292 -0.4590 2.2977 -0.01 0.00 0.02 -0.062
C 5.1174 0.2572 3.4822 0.00 -0.01 0.00 -0.104
C 4.2789 1.3526 3.5913 -0.01 0.00 -0.01 -0.058
C 3.4792 1.7532 2.5284 0.01 0.02 0.02 -0.149
C 2.5287 2.9240 2.7025 0.01 0.03 0.01 -0.373
C 3.2309 4.2690 2.4855 -0.01 -0.02 0.00 -0.055
C 1.8434 2.9219 4.0703 -0.01 0.00 -0.01 -0.095
C 3.5316 1.0539 1.3016 0.03 -0.09 0.00 -0.222
N 2.7366 1.5193 0.2329 0.02 0.14 -0.05 -0.036
C 3.2731 2.5397 -0.4776 0.06 -0.06 0.09 -0.283
C 4.6542 2.8825 -0.4727 -0.01 -0.01 -0.05 -0.057
C 5.1825 3.9138 -1.2317 -0.01 -0.03 0.01 -0.131
C 4.3781 4.6929 -2.0508 0.00 0.02 0.00 -0.145
C 3.0132 4.4139 -2.0652 0.01 -0.01 -0.01 -0.055
C 2.5011 3.3913 -1.3052 -0.10 0.05 -0.01 -0.231
F 1.1444 3.2485 -1.3162 0.04 -0.04 -0.01 -0.007
H 3.2044 -2.6591 -0.8184 0.02 0.01 0.01 0.073
H 2.3058 -1.1662 -0.4558 -0.08 -0.20 0.06 -0.002
H 2.7998 -2.2397 0.8679 0.00 -0.03 -0.01 0.068
H 5.2105 -1.7302 0.2220 0.00 -0.01 -0.01 0.114
H 3.9142 0.2860 -1.6525 -0.02 0.02 -0.01 0.059
H 4.8228 -1.1633 -2.1066 0.01 0.00 0.00 0.071
H 5.6454 0.1883 -1.3111 -0.01 0.01 0.00 0.073
H 5.7600 -1.3386 2.2137 0.00 0.00 -0.01 0.098
H 5.7388 -0.0485 4.3160 0.00 0.00 0.00 0.086
H 4.2363 1.8982 4.5274 0.00 0.00 0.00 0.098
H 1.7586 2.8081 1.9373 0.00 0.01 0.00 0.114
H 4.0280 4.4005 3.2248 0.01 0.00 0.00 0.077
H 2.5223 5.0940 2.6040 0.00 0.00 0.00 0.073
H 3.6746 4.3378 1.4933 0.00 0.00 0.00 0.061
H 2.5402 3.1838 4.8719 0.00 -0.01 0.00 0.062
H 1.4079 1.9474 4.2889 0.00 0.01 0.01 0.051
H 1.0414 3.6649 4.0829 0.00 0.00 0.00 0.071
H 5.3164 2.3006 0.1552 0.00 0.00 0.02 0.107
H 6.2488 4.1065 -1.1796 0.00 0.00 0.01 0.089
H 4.7853 5.4989 -2.6469 0.00 0.00 0.00 0.078
H 2.3195 5.0040 -2.6528 -0.01 0.00 0.00 0.104
C -2.6384 -1.3020 5.6079 -0.03 -0.01 0.00 -0.075
C -1.8925 -2.5624 5.1798 -0.03 0.04 0.01 -0.407
C -0.5836 -2.7201 5.9460 0.01 0.00 -0.03 -0.078
C -1.6787 -2.6138 3.6647 -0.01 -0.01 -0.01 -0.134
N -0.8102 -1.5587 3.1704 0.03 -0.08 -0.04 -0.098
C -1.0603 -0.2623 2.9563 -0.04 0.08 0.10 -0.167
N 0.0646 0.3565 2.7047 0.03 -0.04 -0.15 0.029
N 1.0195 -0.6014 2.7345 -0.09 -0.13 0.17 -0.003
N 0.5104 -1.7465 3.0177 0.08 0.10 0.06 0.065
H -2.8827 -1.3445 6.6708 0.00 -0.01 0.00 0.076
H -3.5663 -1.1801 5.0449 0.01 0.00 -0.01 0.073
H -2.0237 -0.4133 5.4510 0.01 0.00 0.02 0.072
H -2.5322 -3.4246 5.3995 0.00 0.00 0.00 0.134
H 0.0872 -1.8810 5.7511 -0.01 0.00 0.00 0.076
H -0.0584 -3.6311 5.6545 0.00 0.00 0.01 0.078
H -0.7734 -2.7586 7.0204 0.01 0.00 -0.01 0.074
H -2.6285 -2.5293 3.1375 -0.06 0.00 0.00 0.098
H -1.2011 -3.5527 3.3912 0.03 0.00 0.00 0.114
H -2.0468 0.1668 2.9892 0.00 0.01 0.01 0.120
C -5.1247 0.8482 0.9771 0.01 0.00 -0.03 -0.259
S -4.8424 -0.9193 0.8716 0.08 -0.03 0.07 0.797
C -6.5520 -1.3840 0.5788 0.01 -0.02 0.00 -0.256
O -4.5238 -1.3663 2.2619 0.03 -0.01 -0.01 -0.553
H -5.4343 1.2226 0.0013 -0.01 0.01 0.01 0.046
H -4.1741 1.3028 1.2513 -0.01 0.02 0.00 0.051
H -5.8778 1.0431 1.7402 0.01 0.00 0.01 0.060
H -6.8843 -0.9571 -0.3672 -0.01 0.00 0.00 0.055
H -7.1597 -1.0308 1.4114 -0.01 0.00 -0.01 0.056
H -6.5812 -2.4706 0.5252 -0.01 0.01 0.00 0.049
C 1.0564 -0.5064 -5.6635 -0.01 0.01 -0.01 -0.210
C 0.9679 -1.8408 -4.9067 -0.01 -0.01 -0.01 -0.191
C 0.6679 -1.6412 -3.4128 0.00 0.03 0.01 -0.210
C -0.2687 -0.4510 -3.1869 0.00 0.04 -0.01 -0.420
C 0.4565 0.8433 -3.6333 -0.01 -0.02 -0.01 -0.217
C 1.5140 0.5960 -4.7177 0.00 -0.01 0.01 -0.196
P -0.7612 -0.3006 -1.3866 -0.02 0.09 -0.13 0.919
C -2.3005 0.7672 -1.4736 0.04 0.03 0.05 -0.417
C -3.3662 0.5140 -2.5661 0.01 0.00 -0.02 -0.195
C -3.3536 1.5909 -3.6479 -0.02 0.01 0.00 -0.198
C -3.6787 2.9769 -3.0742 0.00 0.00 -0.01 -0.195
C -3.1375 3.1372 -1.6435 0.03 0.00 -0.02 -0.193
C -1.9116 2.2558 -1.4245 0.00 0.01 0.06 -0.230
C -1.5583 -1.9477 -0.9883 0.04 -0.03 0.07 -0.422
C -2.4508 -2.6317 -2.0461 0.02 -0.05 0.01 -0.203
C -2.5405 -4.1507 -1.8428 0.02 0.00 0.00 -0.202
C -2.6013 -4.4688 -0.3547 0.02 0.01 0.01 -0.198
C -1.2784 -4.0765 0.3295 -0.02 0.04 0.02 -0.180
C -0.5481 -2.9491 -0.4127 -0.01 -0.04 -0.01 -0.221
H 0.0716 -0.2370 -6.0611 0.00 0.00 0.00 0.106
H 1.7231 -0.6004 -6.5244 0.00 0.00 0.00 0.099
H 1.9090 -2.3886 -5.0105 0.00 0.00 0.00 0.104
H 0.1924 -2.4687 -5.3573 0.00 0.00 0.01 0.100
H 1.5909 -1.4613 -2.8530 -0.02 0.01 0.00 0.105
H 0.2449 -2.5612 -3.0116 -0.02 -0.02 -0.01 0.081
H -1.1600 -0.6014 -3.8091 -0.03 0.01 -0.01 0.098
H 0.9281 1.2949 -2.7581 0.02 0.03 0.02 0.059
H -0.2723 1.5678 -4.0067 -0.02 -0.02 -0.02 0.091
H 2.4623 0.3076 -4.2538 0.00 -0.01 0.01 0.110
H 1.7099 1.5242 -5.2587 0.00 0.01 0.00 0.107
H -2.7487 0.5346 -0.4986 -0.03 0.02 -0.02 0.056
H -4.3653 0.4986 -2.1065 -0.01 -0.01 0.00 0.098
H -3.2406 -0.4635 -3.0275 0.02 0.05 -0.02 0.072
H -4.0594 1.3354 -4.4430 0.00 0.00 0.00 0.106
H -2.3655 1.6066 -4.1111 0.02 0.00 0.00 0.090
H -4.7608 3.1422 -3.0873 0.00 -0.01 0.01 0.098
H -3.2428 3.7442 -3.7189 -0.01 0.00 -0.01 0.103
H -3.9098 2.8573 -0.9177 -0.01 0.00 0.01 0.086
H -2.8997 4.1846 -1.4460 0.00 0.00 0.01 0.106
H -1.4251 2.4631 -0.4702 0.00 -0.01 -0.01 0.092
H -1.1573 2.4859 -2.1799 0.00 0.01 -0.01 0.088
H -2.1944 -1.6646 -0.1361 -0.02 0.01 -0.02 0.073
H -2.0896 -2.4253 -3.0565 0.00 0.01 -0.01 0.093
H -3.4596 -2.2132 -1.9844 0.01 -0.04 0.02 0.091
H -1.6649 -4.6422 -2.2793 0.00 0.00 0.00 0.111
H -3.4124 -4.5469 -2.3705 0.00 0.00 0.00 0.103
H -2.8274 -5.5236 -0.1809 0.01 0.00 0.00 0.101
H -3.4261 -3.8982 0.0886 -0.01 0.00 -0.01 0.098
H -0.6215 -4.9469 0.4086 0.00 -0.01 0.00 0.110
H -1.4929 -3.7515 1.3476 0.02 -0.04 -0.02 0.067
H 0.0611 -3.3759 -1.2121 0.01 0.02 0.00 0.095
H 0.1500 -2.4344 0.2519 -0.04 0.01 -0.01 0.070

***

63
Properties=species:S:1:pos:R:3:forces:R:3:lowdin_spin:R:1 method="wB97M-V/def2-TZVPD" orbital_gap_ev="2.180 / 7.517" lumo_energy_ev="0.0 / 0.0" e_homo_ev="-2.218 / -7.567" fmax_ev_per_a=6.3 total_energy_ev=-46847.707 relative_energy_kj_mol=251.6 s2=0.7508 multiplicity=2
C -2.5016 -0.3618 1.4699 0.29 0.08 -0.06 0.020
C -1.2650 -1.1989 1.6780 -0.37 1.02 0.92 0.009
C -1.2591 -1.9057 3.0947 0.98 -1.14 -2.14 0.010
C -0.3400 -0.9442 3.8382 2.46 0.37 -0.96 0.002
S 0.2163 -0.0753 2.0999 -1.39 -1.24 1.31 0.022
C 1.2985 1.0564 2.9070 2.07 1.99 -0.04 0.006
N -0.9128 -1.9070 0.4457 1.46 -4.48 4.09 0.014
H -2.5396 0.1336 0.5038 0.29 0.12 -0.24 0.007
H -2.6346 0.4125 2.2369 0.06 -0.30 0.05 0.002
H -3.3232 -1.0317 1.4686 -1.33 -0.42 0.10 0.007
H -0.6568 0.9003 1.7173 0.87 0.51 -0.21 0.005
H -2.3350 -1.8997 3.2956 0.45 -0.61 1.04 0.003
H -0.7406 -2.9452 3.0053 -1.35 1.56 0.39 0.004
H -0.7465 -0.1811 4.5182 0.02 -0.41 -0.35 0.000
H 0.7102 -1.2937 4.1844 -2.13 0.12 -0.13 0.000
H 0.9404 2.0359 3.0933 -1.04 1.08 -0.10 0.001
H 2.1360 1.2041 2.2350 0.15 0.09 -0.59 0.001
H 1.8201 0.8623 3.8086 0.06 -1.29 1.19 0.000
H -0.5619 -1.2670 -0.2308 -0.25 0.67 -2.08 0.007
H 0.0509 -2.5143 0.7382 -2.70 1.14 -1.15 0.003
H -1.6918 -2.6275 0.3162 1.22 1.30 -1.45 0.011
H -0.1258 -0.1095 -2.3091 -0.77 0.13 -0.60 0.013
H 0.6610 -1.3377 -2.2826 1.91 -3.62 -3.06 0.011
O 0.3701 -0.6946 -1.7446 -0.88 2.99 3.57 0.042
H 3.8101 1.7934 -1.0771 -0.09 -1.98 1.95 0.002
H 4.1992 1.3095 0.4059 0.95 0.90 1.75 0.002
O 3.7994 0.9946 -0.3655 -0.72 0.85 -3.29 0.012
H -1.4258 -0.4346 -4.7239 -0.40 -0.32 1.37 0.037
H -1.3198 -1.8658 -4.2027 -0.76 1.86 1.04 0.042
O -1.6145 -0.9357 -3.8745 1.14 -1.48 -2.44 0.086
H 0.6179 -4.6751 1.2693 -0.11 -0.38 0.18 0.005
H 1.8370 -3.7588 1.2719 1.58 0.25 0.58 0.003
O 0.9970 -3.8904 0.8786 -1.17 0.17 -0.71 0.021
H 4.6597 -1.5036 -0.5360 0.56 -1.88 0.15 0.001
H 3.6504 -0.7483 -0.4519 -2.01 0.15 0.27 0.002
O 3.7358 -1.7224 -0.3105 1.23 1.64 -0.37 0.010
H -1.6660 4.7517 -0.7085 -0.75 0.42 1.01 0.010
H -2.0468 4.4900 -2.2055 0.70 0.01 1.19 0.026
O -1.3457 4.3870 -1.5131 0.50 -0.21 -2.51 0.044
H 2.6720 2.8513 -2.3539 -3.89 -1.13 -1.47 0.013
H 3.9214 3.4248 -2.6391 0.22 -0.27 1.13 0.006
O 3.4237 3.0304 -1.8824 3.48 1.74 -0.11 0.026
H -4.2493 -3.5035 -0.6923 1.02 0.41 0.63 0.012
H -3.8960 -3.3335 0.8400 0.71 0.24 -2.14 0.014
O -3.5146 -3.2022 -0.0975 -1.69 -0.72 1.67 0.049
H -1.0594 1.9245 -2.2256 0.20 0.63 -0.76 0.028
H -0.3488 1.2184 -1.1047 2.66 -0.05 1.31 0.016
O -1.1750 1.3404 -1.4842 -3.00 -0.04 -0.32 0.061
H -2.5172 2.4323 -0.8237 0.02 -0.37 -0.72 0.006
H -4.0758 2.8197 -1.0929 1.50 -0.27 0.75 0.013
O -3.2924 2.8957 -0.4870 -1.95 0.29 0.11 0.035
H 0.0936 3.2444 -4.9064 -2.65 1.31 -4.12 0.026
H 0.1543 3.4137 -3.4788 1.08 -0.85 -0.96 0.019
O 0.6191 2.9506 -4.2491 1.64 -0.38 5.28 0.073
H -3.1853 3.5051 2.1727 0.86 0.21 0.73 0.003
H -2.4242 2.7268 1.2763 0.91 0.60 1.20 0.004
O -2.2527 3.1876 2.1578 -1.78 -0.76 -1.85 0.012
H 1.3600 -3.5733 -4.2836 1.73 0.88 1.38 0.016
H 1.4082 -3.1450 -2.8951 -3.25 0.29 4.65 0.014
O 1.9813 -3.1971 -3.5640 1.54 -1.30 -6.01 0.046
H 3.5507 -1.0331 1.9548 0.26 0.03 -0.44 0.001
H 4.5549 -1.0359 3.1295 1.44 0.92 0.42 0.000
O 3.7943 -1.4437 2.7851 -1.76 -1.13 -0.02 0.003